No. 1
Here is a single CH4N2O2S molecule from OMol25. Energies are from the ωB97M-V functional and the def2-TZVPD basis.

Last column: natural (NBO) charge in e.
CARTESIAN COORDINATES (ANGSTROEM)
C  -0.699  1.108  -0.197  -0.131
N  -1.574  0.854  0.678  -0.548
N  0.359  -1.593  -0.116  -1.037
O  1.265  0.151  1.300  -0.936
O  1.592  0.458  -1.164  -0.927
S  0.824  0.107  -0.050  2.224
H  -0.770  1.770  -1.143  0.205
H  -2.505  1.080  0.491  0.361
H  1.140  -2.091  -0.640  0.397
H  0.367  -1.844  0.842  0.393

Summary:
E_LUMO: -0.0027 Eh
largest force on an atom: 3.599 eV Å⁻¹
Kohn-Sham gap: 10.3 eV
relative energy (zero: lowest compared OMol25 entry of this formula, charge and spin): 165.53 kJ/mol

No. 2
Here is 2 unconnected molecules or ions with the total composition CH4N2O2S from OMol25. Energies are from the ωB97M-V functional and the def2-TZVPD basis.

Last column: natural (NBO) charge in e.
CARTESIAN COORDINATES (ANGSTROEM)
C  0.078  -0.141  0.351  0.147
N  1.400  1.029  -1.265  0.372
N  -1.089  0.047  1.101  -0.869
O  1.240  1.748  -2.258  -0.297
O  0.172  0.691  -0.819  -0.393
S  0.451  -1.909  -0.042  -0.026
H  1.222  0.426  1.063  0.123
H  -1.451  0.857  1.530  0.404
H  -1.472  -0.798  1.401  0.392
H  -0.551  -1.951  -1.061  0.147

Summary:
E_LUMO: -0.0033 Eh
largest force on an atom: 5.848 eV Å⁻¹
Kohn-Sham gap: 9.6 eV
relative energy (zero: lowest compared OMol25 entry of this formula, charge and spin): 418.97 kJ/mol

No. 3
Here is 2 unconnected molecules or ions with the total composition CH4N2O2S from OMol25. Energies are from the ωB97M-V functional and the def2-TZVPD basis.

Last column: natural (NBO) charge in e.
CARTESIAN COORDINATES (ANGSTROEM)
C  1.012  -0.179  0.449  -0.824
N  4.206  -1.169  1.308  0.003
N  4.510  -0.237  0.814  0.004
O  -0.180  0.951  -1.764  -0.915
O  -0.156  2.229  0.419  -0.941
S  0.789  1.498  -0.395  1.484
H  0.167  -0.533  0.935  0.238
H  1.225  -0.937  -0.377  0.235
H  1.935  -0.170  0.973  0.220
H  -1.053  1.439  -1.714  0.497

Summary:
E_LUMO: 0.0306 Eh
largest force on an atom: 4.188 eV Å⁻¹
Kohn-Sham gap: 10.6 eV
relative energy (zero: lowest compared OMol25 entry of this formula, charge and spin): 12.42 kJ/mol

No. 4
Here is a single CH4N2O3 molecule from OMol25. Energies are from the ωB97M-V functional and the def2-TZVPD basis.

Last column: natural (NBO) charge in e.
CARTESIAN COORDINATES (ANGSTROEM)
C  1.032  -0.478  -0.020  -0.494
N  -0.041  0.340  -0.497  -0.076
N  -1.470  -0.377  -0.100  0.645
O  -1.553  -1.533  -0.114  -0.322
O  -2.194  0.524  0.104  -0.319
O  -0.043  1.497  0.327  -0.588
H  1.509  -0.174  0.973  0.215
H  0.778  -1.591  0.031  0.233
H  1.901  -0.559  -0.671  0.213
H  0.081  2.351  -0.035  0.492

Summary:
E_LUMO: 0.0277 Eh
largest force on an atom: 5.239 eV Å⁻¹
Kohn-Sham gap: 10.9 eV
relative energy (zero: lowest compared OMol25 entry of this formula, charge and spin): 387.58 kJ/mol